{
  "formula": "C34H56BBeCl5F7Li2N2O16S4",
  "method": "ωB97M-V with the def2-TZVPD basis set",
  "species": ["C", "C", "N", "C", "C", "C", "S", "S", "C", "C", "C", "C", "N", "S", "C", "O", "C", "C", "C", "C", "Cl", "H", "H", "H", "H", "H", "H", "H", "H", "H", "H", "H", "H", "H", "H", "H", "H", "H", "H", "H", "H", "H", "H", "H", "H", "H", "H", "H", "H", "H", "Li", "C", "C", "C", "S", "O", "O", "C", "H", "H", "H", "H", "H", "H", "H", "H", "C", "C", "C", "O", "H", "H", "H", "H", "H", "H", "H", "H", "C", "Cl", "Cl", "Cl", "Cl", "B", "O", "C", "O", "C", "O", "O", "O", "C", "O", "C", "O", "O", "Li", "F", "C", "C", "O", "C", "O", "C", "F", "F", "F", "H", "H", "H", "H", "H", "H", "C", "C", "O", "C", "O", "C", "F", "F", "F", "H", "H", "H", "H", "H", "Be"],
  "positions_angstrom": [[9.92989, -0.01898, -1.29627], [8.96681, 0.99647, -1.87963], [7.51703, 0.61774, -1.70826], [7.01019, 0.67274, -0.29360], [7.34787, -0.59556, 0.48844], [6.78025, 1.43032, -2.50361], [6.55281, 0.96279, -4.12958], [6.05082, 2.93402, -1.99844], [4.28076, 2.46994, -1.83956], [3.67780, 2.88034, -0.48736], [2.25678, 3.46993, -0.56588], [1.12339, 2.46934, -0.88829], [1.17793, 1.23609, -0.14454], [1.08089, 2.00700, -2.68625], [-0.24297, 3.12274, -0.59946], [-1.29840, 2.31503, -1.01990], [-1.89421, 1.46973, -0.03871], [-3.35972, 1.24903, -0.34722], [-3.70561, 0.18015, -1.40731], [-4.78864, 0.69643, -2.35366], [-2.29590, -0.34480, -2.40299], [10.17560, 0.21103, -0.25688], [9.47520, -1.01206, -1.29319], [10.89140, -0.11926, -1.85020], [9.15284, 1.05251, -2.95844], [9.16360, 2.00078, -1.49430], [7.36105, 1.57315, 0.21712], [5.91616, 0.69549, -0.38470], [8.35858, -0.53789, 0.89377], [7.30491, -1.45725, -0.18127], [6.61799, -0.69163, 1.29116], [3.74768, 2.91960, -2.67065], [4.19097, 1.38883, -1.97120], [3.72589, 2.03612, 0.20607], [4.31587, 3.65195, -0.04286], [2.03764, 3.89890, 0.41938], [2.24223, 4.30765, -1.27223], [2.05146, 0.73922, -0.23698], [0.95241, 1.36452, 0.83620], [1.62625, 3.12852, -3.15659], [-0.30577, 3.41426, 0.46014], [-0.30019, 4.05021, -1.18304], [-1.35961, 0.51338, -0.01714], [-1.79566, 1.88837, 0.97272], [-3.79565, 2.20647, -0.64446], [-3.80943, 0.92538, 0.59815], [-4.10679, -0.70626, -0.91386], [-5.76252, 0.60670, -1.86130], [-4.63225, 1.74932, -2.59873], [-4.82226, 0.10922, -3.27252], [6.80551, 2.09869, -6.51092], [3.88689, -2.62229, -2.60952], [4.06084, -3.82435, -1.66325], [4.25586, -3.25676, -0.24777], [3.39802, -1.68788, -0.23484], [4.37914, -0.62104, -0.07759], [2.24261, -1.74341, 0.60283], [2.87550, -1.69285, -1.94733], [3.54735, -2.93919, -3.59870], [4.84782, -2.09908, -2.72333], [3.16738, -4.44777, -1.70460], [4.90783, -4.44847, -1.94461], [3.83040, -3.87922, 0.53880], [5.30492, -3.06114, -0.03438], [2.88287, -0.67422, -2.33219], [1.86367, -2.09396, -1.98938], [-7.22318, 0.00101, 2.90023], [-6.07922, -0.58100, 2.09094], [-5.86319, -2.06054, 2.38185], [-4.90354, 0.17452, 2.36913], [-7.02921, -0.06901, 3.98129], [-7.32060, 1.07164, 2.66233], [-8.15642, -0.51147, 2.68013], [-6.28062, -0.43464, 1.02920], [-5.61264, -2.21686, 3.43380], [-5.02816, -2.44109, 1.79096], [-6.75434, -2.64300, 2.14809], [-4.67259, 0.11106, 3.29933], [10.25143, 5.19832, -3.17648], [9.58917, 6.82309, -3.20002], [11.60554, 5.07456, -4.28787], [10.76434, 4.77583, -1.54551], [8.97602, 4.04537, -3.67939], [0.78777, -2.29705, 4.78256], [2.16753, -1.87787, 4.42429], [2.60773, -2.63320, 3.44536], [3.68048, -2.56371, 2.90352], [1.49884, -3.63952, 3.07000], [1.58145, -4.46714, 2.20143], [0.47063, -3.41208, 3.85808], [0.70005, -2.71296, 6.18450], [-0.18749, -1.95061, 6.82423], [-0.49461, -2.02605, 7.97775], [-0.74871, -0.93735, 5.79631], [-1.56283, -0.08988, 6.01249], [-0.15674, -1.17759, 4.62991], [5.77033, -0.75155, -5.53341], [-8.47884, 1.08508, 1.09935], [-5.84108, 3.09842, 1.78537], [-6.90274, 3.88006, 2.52897], [-7.26850, 5.10928, 1.89432], [-8.14818, 5.04250, 0.84292], [-9.17884, 4.29942, 0.92317], [-7.41477, 4.68966, -0.58357], [-6.21916, 5.25150, -0.59775], [-8.16236, 5.22236, -1.53570], [-7.30703, 3.40077, -0.78201], [-5.03932, 3.74036, 1.41650], [-5.43119, 2.35731, 2.46745], [-6.26221, 2.55200, 0.94455], [-6.51310, 4.16661, 3.50498], [-7.79067, 3.27495, 2.71700], [-8.36531, 6.12912, 0.64439], [-6.01588, -4.49994, -2.08260], [-5.16130, -5.06082, -0.96652], [-5.98682, -5.66492, 0.04811], [-6.40354, -6.90001, -0.19845], [-6.17098, -7.56694, -1.16791], [-7.23412, -7.41309, 1.00069], [-8.09434, -6.48228, 1.42348], [-6.41448, -7.72343, 2.01174], [-7.91653, -8.49764, 0.65599], [-6.75918, -3.80816, -1.68522], [-5.39682, -3.97188, -2.80813], [-6.54769, -5.29951, -2.59715], [-4.61723, -4.26129, -0.46768], [-4.43245, -5.77854, -1.34020], [11.58904, 0.78304, -3.45871]],
  "mulliken_charge": [-1.012, -0.416, 0.289, 0.522, -1.537, 0.059, -0.537, -0.134, 0.554, -0.755, -1.564, 1.439, -0.075, -0.189, -1.370, -0.151, -1.009, 0.580, 0.586, -1.371, -0.219, 0.285, 0.281, 0.049, 0.584, 0.416, 0.274, -0.222, 0.367, 0.267, 0.465, 0.707, -0.706, 0.281, 0.684, 0.478, 0.446, -0.542, 0.269, 0.072, 0.462, 0.395, 0.297, 0.539, 0.019, -0.555, 0.152, 0.289, 0.325, 0.431, 0.913, -0.263, -0.840, -0.477, 0.685, -0.648, -0.584, -0.305, 0.434, -0.052, 0.352, 0.375, 0.304, 0.346, -0.064, 0.442, -1.535, 1.177, -1.656, -0.474, 0.397, 0.174, 0.460, 0.087, 0.348, 0.307, 0.436, 0.268, 0.245, -0.070, -0.059, -0.072, -0.116, 1.038, -0.507, 0.679, -0.686, 0.677, -0.655, -0.512, -0.526, 0.496, -0.575, 0.626, -0.618, -0.396, 0.889, -0.466, -1.017, -0.647, -0.324, 0.271, -0.348, 0.721, -0.213, -0.239, -0.159, 0.571, 0.527, 0.246, 0.342, 0.401, 0.347, -1.145, -0.184, -0.283, 0.308, -0.523, 0.918, -0.241, -0.246, -0.239, 0.291, 0.360, 0.374, 0.295, 0.316, 0.022],
  "largest_force_ev_per_a": 2.2,
  "e_tot_ha": -7289.41425,
  "homo_ev": -9.7,
  "total_charge": 1,
  "homo_lumo_gap_ev": 2.930
}

{
  "formula": "C23H23N3O3",
  "method": "ωB97M-V with the def2-TZVPD basis set",
  "species": ["C", "H", "O", "C", "C", "C", "C", "C", "C", "O", "C", "C", "C", "C", "C", "C", "C", "C", "H", "H", "H", "H", "H", "H", "H", "H", "H", "H", "H", "C", "N", "C", "C", "C", "C", "C", "C", "H", "H", "N", "C", "O", "N", "H", "H", "H", "H", "H", "H", "H", "H", "H"],
  "positions_angstrom": [[-3.67805, -0.93926, -2.76171], [-4.35926, -0.31496, -3.33784], [-3.42534, -0.22960, -1.57606], [-2.63759, -0.81043, -0.62509], [-1.98208, -2.01982, -0.76786], [-1.16718, -2.51954, 0.24449], [-1.05434, -1.81132, 1.42552], [-1.70001, -0.59600, 1.58248], [-2.47310, -0.06842, 0.56435], [-3.11329, 1.13434, 0.61119], [-2.56209, 2.14899, 1.43567], [-1.10009, 2.41426, 1.16492], [-0.17794, 2.30017, 2.19629], [1.17017, 2.51870, 1.97832], [1.60778, 2.85443, 0.71085], [0.69549, 2.97381, -0.32140], [-0.66218, 2.76330, -0.11675], [-1.62808, 2.94516, -1.24703], [-1.09807, 3.17739, -2.16768], [-2.31117, 3.76584, -1.02625], [-2.23266, 2.05373, -1.39828], [1.04991, 3.24691, -1.30503], [2.65438, 3.03682, 0.52082], [1.87109, 2.42823, 2.79478], [-0.52075, 2.04968, 3.19118], [-3.16249, 3.03349, 1.19775], [-2.71349, 1.90908, 2.49685], [-1.58324, -0.05754, 2.50753], [-0.44099, -2.18600, 2.23068], [-0.36236, -3.78021, 0.01595], [0.97651, -3.72105, 0.56568], [1.78436, -2.61433, 0.37912], [1.57318, -1.72084, -0.67516], [2.44289, -0.65938, -0.80133], [3.52419, -0.47469, 0.07331], [3.74839, -1.36146, 1.10616], [2.86749, -2.41934, 1.24726], [3.01672, -3.12329, 2.05336], [4.57477, -1.23548, 1.78800], [4.18073, 0.67041, -0.34241], [3.54950, 1.21372, -1.43658], [3.85975, 2.21554, -2.03875], [2.48813, 0.37585, -1.70956], [1.82600, 0.54585, -2.44573], [5.00024, 1.06982, 0.07991], [0.75400, -1.84084, -1.36200], [1.07852, -4.14079, 1.47709], [-0.86662, -4.63863, 0.46965], [-0.29218, -3.97441, -1.06080], [-2.07324, -2.58289, -1.68454], [-2.76178, -1.10062, -3.34048], [-4.15455, -1.90433, -2.56083]],
  "nbo_charge": [-0.249, 0.202, -0.489, 0.255, -0.303, -0.035, -0.220, -0.267, 0.314, -0.505, -0.085, -0.069, -0.189, -0.223, -0.203, -0.206, 0.001, -0.646, 0.212, 0.216, 0.243, 0.217, 0.220, 0.211, 0.203, 0.206, 0.177, 0.218, 0.210, -0.237, -0.617, 0.264, -0.357, 0.224, 0.058, -0.203, -0.303, 0.204, 0.215, -0.593, 0.764, -0.647, -0.608, 0.423, 0.423, 0.221, 0.378, 0.218, 0.192, 0.215, 0.171, 0.177],
  "largest_force_ev_per_a": 0.7,
  "e_tot_ha": -1280.27415,
  "homo_ev": -7.3,
  "relative_energy_kj_mol": 57.2,
  "total_charge": 0,
  "homo_lumo_gap_ev": 7.926
}

{
  "formula": "C4H8OTl",
  "method": "ωB97M-V with the def2-TZVPD basis set",
  "species": ["H", "C", "C", "C", "C", "O", "Tl", "H", "H", "H", "H", "H", "H", "H"],
  "positions_angstrom": [[-0.47957, 0.40082, -1.43788], [1.14412, -0.44028, -0.64921], [1.45679, -0.50289, 0.84551], [0.03244, -0.62270, 0.47008], [-1.00461, 0.46222, 0.51089], [-1.39265, 0.75354, -0.82919], [-3.42947, 1.77430, -1.71196], [1.52159, -1.26940, -1.24790], [1.24332, 0.60503, -0.95355], [1.76008, 0.43631, 1.31188], [1.96777, -1.39865, 1.19888], [-0.39129, -1.63033, 0.44090], [-0.55840, 1.35628, 0.97699], [-1.87010, 0.07574, 1.07455]],
  "nbo_charge": [0.537, -0.497, -0.376, -0.246, -0.086, -0.883, 0.974, 0.257, 0.221, 0.227, 0.243, 0.234, 0.188, 0.208],
  "largest_force_ev_per_a": 4.4,
  "e_tot_ha": -404.63530,
  "homo_ev": -13.9,
  "relative_energy_kj_mol": 0.0,
  "total_charge": 1,
  "homo_lumo_gap_ev": 9.379
}